The following is a DFT calculation (the ωB97M-V functional and the def2-TZVPD basis) of a structure of composition C12H10F11IrNO6S3.

* HOMO level: -12.47 eV
* net charge: +1
* gap between HOMO and LUMO: 7.4 eV
* ΔE to the lowest compared entry with this formula, charge and spin: 0.265 eV

Geometry as XYZ:
```
44
Properties=species:S:1:pos:R:3:forces:R:3
Ir -0.553808 -0.593115 -1.030218 -0.30 0.06 -0.26
F 2.309277 0.910398 0.866185 0.13 0.01 -0.07
C 3.249251 0.655614 -0.047955 -0.03 0.02 0.01
F 4.129628 1.633824 -0.066836 -0.03 -0.04 0.00
F 3.836527 -0.495047 0.230122 -0.04 0.04 0.02
S 2.427622 0.526264 -1.693909 -0.01 -0.09 -0.17
O 1.427526 -0.577089 -1.481050 0.09 -0.11 0.46
O 3.424055 0.193995 -2.637433 0.01 0.00 0.03
N 1.761614 1.897438 -1.924406 -0.04 0.09 0.03
S 0.297321 2.414427 -1.801584 0.13 0.12 -0.21
O -0.232981 2.954005 -2.999357 -0.01 -0.07 -0.04
O -0.595316 1.464481 -1.088164 -0.11 -0.16 0.32
C 0.468346 3.813111 -0.606988 0.02 -0.05 0.09
F -0.724201 4.330469 -0.388397 0.01 -0.02 0.00
F 1.275269 4.708052 -1.138050 -0.02 0.02 0.01
F 0.985565 3.357979 0.529816 -0.01 0.04 -0.04
C -3.025334 -0.227752 -2.592499 -0.05 0.01 0.01
O -2.604112 -0.806903 -1.329154 0.14 0.03 0.00
C -2.973919 -2.198396 -1.140340 -0.02 -0.02 -0.10
C -1.876933 -3.084886 -1.682553 -0.11 -0.05 0.13
O -0.615859 -2.656708 -1.120341 0.08 0.21 -0.18
C -0.031476 -3.511599 -0.103787 0.03 -0.02 0.05
H -4.106536 -0.324175 -2.663345 0.00 0.00 0.01
H -2.536504 -0.731658 -3.427879 0.00 0.00 0.01
H -2.744770 0.820166 -2.557583 0.01 0.00 0.00
H -3.917772 -2.380686 -1.652908 -0.02 0.00 0.04
H -3.106792 -2.323343 -0.067218 0.01 -0.02 -0.02
H -1.782810 -3.010143 -2.766074 0.03 0.01 0.01
H -2.057964 -4.123808 -1.409452 0.01 -0.01 -0.04
H 0.019509 -4.517715 -0.513941 0.01 0.00 0.01
H -0.619878 -3.472168 0.810206 -0.02 0.00 -0.02
H 0.966841 -3.127377 0.078282 0.00 0.01 0.00
F 2.306731 1.815763 4.965148 0.01 0.00 0.01
C 1.496281 1.280755 4.074920 -0.01 -0.02 -0.01
C 1.623874 -0.062992 3.747011 0.01 0.00 0.01
F 2.563298 -0.800119 4.323756 0.00 0.00 0.01
C 0.779340 -0.607433 2.804116 -0.03 0.05 -0.03
F 0.935498 -1.890577 2.481034 0.01 -0.01 0.01
C -0.206164 0.154626 2.171655 0.03 -0.14 0.03
S -1.378625 -0.588728 1.125389 0.10 0.06 -0.11
C -0.311483 1.500353 2.524187 -0.01 -0.01 -0.02
F -1.231439 2.267879 1.957439 -0.01 0.01 0.01
C 0.528912 2.064931 3.463625 0.01 0.05 -0.01
F 0.422378 3.347890 3.778534 0.00 0.00 0.01
```
Positions in Å, forces in eV/Å.

The following is a DFT calculation (the ωB97M-V functional and the def2-TZVPD basis) of a structure of composition C12H10F3N2STe4V.

* spin multiplicity: 2
* HOMO level (alpha / beta): -3.92 / -3.45 eV
* net charge: -1
* gap between HOMO and LUMO (alpha / beta): 6.3 / 5.8 eV
* ΔE to the lowest compared entry with this formula, charge and spin: 0.485 eV

Geometry as XYZ:
```
33
Properties=species:S:1:pos:R:3:forces:R:3
V 0.557648 -1.024784 -0.004488 -0.22 -0.11 -0.46
Te 2.071516 0.124143 -1.830915 0.34 0.03 -0.29
Te 3.986777 -1.815509 -2.243981 -0.09 0.13 0.01
Te 2.205820 -3.803231 -2.587560 0.00 -0.11 0.06
Te 1.105506 -3.599356 -0.068131 0.04 -0.06 -0.14
F -0.833426 0.399535 4.997950 -0.15 -0.13 0.09
C 0.115616 1.244357 4.575238 0.22 -0.26 -0.21
F 0.705623 1.742704 5.680082 0.12 0.06 0.17
F -0.503942 2.269208 3.981875 -0.12 0.22 -0.15
C 1.113568 0.571812 3.668269 -0.31 0.15 0.12
C 2.449757 0.524612 4.008250 0.29 -0.02 0.08
C 3.376646 -0.089032 3.169410 -0.08 -0.03 -0.09
C 2.918472 -0.622875 1.983199 -0.14 0.13 0.13
N 1.622727 -0.576179 1.673383 0.43 -0.18 -0.02
C 0.702983 -0.016763 2.464095 -0.45 -0.08 -0.10
S -0.919617 -0.192907 1.781466 0.40 0.20 0.34
H 2.781567 0.970472 4.936541 -0.05 0.01 0.00
H 4.425733 -0.139606 3.419681 -0.01 0.03 0.05
H 3.553125 -1.095175 1.242770 0.04 0.00 0.03
N -1.265306 -1.272892 -1.612285 0.10 0.14 0.88
C -1.861371 -0.262096 -2.391731 0.14 -0.22 -0.21
C -2.214792 -0.539332 -3.710106 0.02 0.08 0.02
C -2.746269 0.456550 -4.511947 0.00 0.05 0.03
C -2.934873 1.738368 -4.009129 0.01 -0.10 -0.05
C -2.577055 2.005952 -2.696290 0.03 0.05 0.13
C -2.036477 1.018701 -1.884988 -0.09 0.07 -0.06
H -1.385078 -2.212891 -1.960861 0.23 -0.03 -0.11
H -1.556296 -1.254286 -0.635817 -0.68 -0.06 -0.21
H -2.050156 -1.533943 -4.106830 0.00 -0.01 0.00
H -3.007800 0.226658 -5.537337 -0.01 0.02 0.00
H -3.346730 2.517890 -4.636235 0.00 0.01 0.00
H -2.706884 3.001566 -2.289844 -0.01 0.00 -0.02
H -1.747010 1.238328 -0.863732 0.02 0.00 0.00
```
Positions in Å, forces in eV/Å.

The following is a DFT calculation (the ωB97M-V functional and the def2-TZVPD basis) of an isolated molecule of C12H10N2 in a non-equilibrium geometry.

* HOMO level: -8.25 eV
* net charge: 0
* gap between HOMO and LUMO: 7.9 eV
* ΔE to the lowest compared entry with this formula, charge and spin: 3.416 eV

Geometry as XYZ:
```
24
Properties=species:S:1:pos:R:3:forces:R:3
C -0.916067 2.859548 -0.046673 0.16 -2.41 1.47
C 1.234308 1.556234 -0.117880 -4.17 4.36 0.76
C 1.947291 0.448874 -0.015866 1.84 -0.23 -1.32
C 3.535501 -0.938210 0.185680 2.76 4.00 -0.21
C 2.402467 -1.761277 -0.216711 2.89 0.55 2.00
C 1.384898 -0.865967 -0.286180 -0.54 1.36 0.70
C -0.037605 -0.881567 -0.181238 -0.89 -0.29 0.17
C -0.719153 -2.066926 -0.101324 -0.63 -3.04 -2.79
C -2.126978 -2.087775 0.017321 0.80 -6.44 -0.13
C -2.838910 -1.006222 0.162318 -5.14 2.50 1.86
C -2.185793 0.132760 0.142432 -0.26 5.26 -0.79
C -0.862524 0.265263 -0.082868 3.25 1.86 -1.04
H -0.121329 3.569952 -0.124044 -0.08 0.80 -0.55
H -1.704544 2.878428 -0.767273 -0.50 0.96 -0.34
H -1.329624 2.949011 1.023511 0.52 -0.50 -1.50
H 1.612788 2.674068 0.197358 -0.61 -3.20 -1.25
H 4.660137 -1.256628 0.478503 -2.96 0.39 -0.92
H 2.660132 -2.790675 0.031981 -1.38 -0.20 -0.80
H -0.159539 -2.979667 -0.647881 -1.34 1.72 2.15
H -2.749772 -3.044111 0.020373 1.52 0.90 -0.17
H -3.954566 -0.714364 0.413850 1.94 -2.20 -0.79
H -2.821401 1.028447 0.099506 0.61 -0.06 0.36
N -0.236109 1.541094 -0.360599 2.76 -0.34 2.50
N 3.326401 0.489719 0.175710 -0.55 -5.75 0.62
```
Positions in Å, forces in eV/Å.

Number 1: electronic energy -3366.5134 Eh. Number 2: electronic energy -3286.8298 Eh. Number 3: electronic energy -572.6398 Eh.